Entry 1:
Here is C36H41N8O2SZr as an isolated structure at a distorted geometry from the Open Molecules 2025 dataset. Energies are from the ωB97M-V functional and the def2-TZVPD basis.

Properties
F_max: 0.0215 Eh/bohr
HOMO-LUMO gap: 6.8 eV
total energy: -66124.053 eV
charge: +1

Each line ends with the Mulliken charge.
Cartesian coordinates (Å):
Zr 0.38018 -0.79498 0.46340  0.94
C -1.61835 -2.67567 2.45287  -1.35
C -2.78599 -1.75726 2.80776  -1.39
C -3.43203 -0.99290 1.67895  0.89
C -4.44002 -0.06475 1.92990  -0.90
C -5.02337 0.57797 0.85527  -0.52
C -4.58577 0.28068 -0.42997  -0.64
C -3.57538 -0.65116 -0.57555  -0.31
N -3.01384 -1.27809 0.45846  0.02
N -0.20696 -2.12879 2.35870  2.07
C 0.07481 -1.36477 3.59478  -1.44
C 1.35994 -0.58357 3.52739  0.59
C 1.78696 0.12479 4.64297  -1.42
C 2.96205 0.84340 4.57254  -0.53
C 3.68916 0.82163 3.38906  -1.31
C 3.19220 0.09735 2.32857  -0.58
N 2.04407 -0.59658 2.38009  0.93
C 0.73568 -3.30361 2.43545  -2.02
C 1.03240 -4.10896 1.17401  0.61
C -0.13843 -4.93873 0.72741  -1.37
C -0.40110 -5.17397 -0.55148  -0.33
C 0.42924 -4.56277 -1.57731  -0.75
C 1.35744 -3.68081 -1.22689  -0.15
N 1.61224 -3.27162 0.10436  0.56
H -1.81814 -3.17602 1.50778  0.43
H -1.57233 -3.42955 3.24687  0.53
H -2.54828 -1.07197 3.62298  0.32
H -3.54747 -2.42407 3.22459  0.54
H -4.75353 0.14610 2.94462  0.43
H -5.80845 1.30589 1.01417  0.42
H -5.01114 0.76850 -1.29607  0.46
H -3.18320 -0.91363 -1.55279  0.40
H 0.13417 -2.05566 4.44595  0.55
H -0.73187 -0.66626 3.79931  0.42
H 1.19148 0.11160 5.54634  0.55
H 3.31133 1.41084 5.42460  0.44
H 4.62100 1.35943 3.28920  0.49
H 3.72590 0.05955 1.38952  0.62
H 0.34054 -4.00293 3.18022  0.49
H 1.67717 -2.93409 2.83404  0.91
H -0.70743 -5.41233 1.51825  0.46
H -1.22105 -5.81891 -0.83683  0.43
H 0.25922 -4.76977 -2.62298  0.43
H 1.93155 -3.15894 -1.97693  0.08
S -0.70191 1.15640 1.76848  -0.67
C -1.48262 2.09700 0.51415  0.64
N -2.30786 3.02338 0.85656  -0.76
N -2.82609 3.86878 -0.07015  -0.02
C -2.06239 4.56265 -1.05557  0.43
C -0.69572 4.79135 -0.91697  -0.19
C -0.01241 5.48332 -1.90272  -0.55
C -0.67875 5.96892 -3.02204  -0.65
C -2.04367 5.76047 -3.14156  -0.57
C -2.73473 5.05360 -2.16570  -0.30
N -1.20781 1.90429 -0.84898  -0.69
N -0.42122 1.00077 -1.17054  1.31
C -0.18544 0.95202 -2.59603  -0.31
C 0.35231 -0.20194 -3.15443  -0.33
C 0.63064 -0.23870 -4.51333  -0.66
C 0.38817 0.87021 -5.30994  -0.65
C -0.14267 2.02309 -4.74394  -0.60
C -0.43162 2.07118 -3.39205  0.02
H -3.52310 4.45221 0.36567  0.26
H -0.16873 4.42812 -0.04371  0.45
H 1.04995 5.65884 -1.78800  0.41
H -0.13912 6.51155 -3.78624  0.42
H -2.57815 6.13681 -4.00400  0.38
H -3.79531 4.86258 -2.27148  0.43
H 0.48409 -1.07943 -2.53777  0.48
H 1.02642 -1.14551 -4.95250  0.46
H 0.60905 0.83799 -6.36865  0.40
H -0.32864 2.89481 -5.35744  0.47
H -0.82887 2.97329 -2.94847  -0.24
C 3.01029 -2.92596 0.33142  -1.06
C 3.49322 -1.81693 -0.58154  -1.30
O 2.61896 -0.67225 -0.56243  1.23
C 3.23355 0.42847 -1.29136  -0.81
C 2.84630 1.76988 -0.72079  -0.80
H 3.67594 -3.78800 0.18185  0.41
H 1.81754 -4.81623 1.52366  0.22
H 3.12072 -2.60688 1.36542  0.51
H 3.60678 -2.14604 -1.61589  0.53
H 4.48225 -1.50598 -0.23149  0.63
H 2.95628 0.33214 -2.34272  0.32
H 4.31528 0.29995 -1.20655  0.49
H 1.77589 1.94036 -0.74155  -0.11
H 3.30882 2.54743 -1.33021  0.52
H 3.19963 1.88802 0.30404  0.27
O -0.42984 -1.75066 -0.74804  -0.41



Entry 2:
Here is C36H42Cl3N3O4PSn as an isolated structure from the Open Molecules 2025 dataset. Energies are from the ωB97M-V functional and the def2-TZVPD basis.

Properties
F_max: 0.0075 Eh/bohr
HOMO-LUMO gap (alpha / beta): 4.9 / 6.8 eV
total energy: -103338.640 eV
charge: +3

Each line ends with the Mulliken charge.
Cartesian coordinates (Å):
Sn 0.35945 -1.26749 -0.94437  1.02
C -0.08238 -0.38129 2.04882  -1.03
N -0.44406 -1.60990 1.30236  0.95
C 0.19378 -2.76260 1.97654  -1.13
C -1.92102 -1.77962 1.34413  -1.10
C -2.43444 -2.59772 0.17780  -0.69
N -2.06922 -1.98160 -1.10517  0.49
C -2.75118 -0.69903 -1.32090  -1.12
C -2.38673 -2.88404 -2.22032  -1.05
H -0.52267 -0.40997 3.04860  0.40
H -0.46927 0.49544 1.52524  0.31
H 0.99897 -0.30599 2.13696  0.25
H -0.04557 -2.73902 3.04272  0.48
H 1.27130 -2.70615 1.85147  0.02
H -0.17643 -3.69296 1.55357  0.39
H -2.37896 -0.79129 1.35335  0.43
H -2.20387 -2.26002 2.28453  0.37
H -3.52148 -2.71695 0.26046  0.51
H -1.99542 -3.59611 0.19787  0.26
H -3.83864 -0.82504 -1.33207  0.32
H -2.43919 -0.28793 -2.28139  0.38
H -2.49145 0.02457 -0.54791  0.32
H -3.46116 -3.08649 -2.27126  0.36
H -1.86400 -3.82964 -2.09004  0.29
H -2.07743 -2.43060 -3.16190  0.33
Cl -0.87848 3.11417 -0.05646  0.01
C -1.67751 4.65088 0.17262  0.50
C -1.67994 5.18851 1.44478  -0.65
C -2.33545 6.39098 1.67639  -0.49
C -2.98698 7.05069 0.64432  -0.82
C -2.97754 6.51171 -0.62944  -0.24
C -2.30934 5.30706 -0.88740  0.14
P -2.26268 4.67896 -2.55200  0.32
C -0.68591 4.89606 -3.32488  0.83
C -0.47201 4.33918 -4.59254  -0.56
C 0.73729 4.54150 -5.23075  -0.71
C 1.73567 5.28078 -4.60513  -0.48
C 1.53341 5.81383 -3.33748  -0.71
C 0.32736 5.61960 -2.68776  -0.34
C -3.61686 5.28053 -3.50717  0.38
C -3.41936 5.94772 -4.72469  -0.29
C -4.51584 6.40524 -5.43153  -0.70
C -5.80001 6.19194 -4.94264  -0.45
C -6.00061 5.52166 -3.73902  -0.67
C -4.91636 5.05815 -3.02212  -0.26
H -1.18032 4.66801 2.24949  0.48
H -2.33859 6.80816 2.67435  0.42
H -3.49714 7.98575 0.82841  0.44
H -3.47428 7.03063 -1.43869  0.49
H -1.25294 3.76607 -5.07813  0.53
H 0.90174 4.13166 -6.21781  0.45
H 2.67602 5.44829 -5.11320  0.43
H 2.31057 6.39747 -2.86336  0.44
H 0.16152 6.05186 -1.70926  0.42
H -2.42001 6.13344 -5.09457  0.43
H -4.37129 6.93906 -6.36063  0.43
H -6.65238 6.55364 -5.50204  0.42
H -7.00323 5.36177 -3.36742  0.42
H -5.06856 4.53320 -2.08643  0.41
Cl 4.35964 -7.32208 -4.01643  -0.09
C 3.75751 -5.80484 -3.58539  0.28
C 4.33851 -4.64196 -4.11648  -0.57
C 3.84342 -3.41502 -3.77089  0.39
Cl 4.53670 -1.98967 -4.37944  -0.10
C 2.69223 -3.26619 -2.86924  0.20
O 2.22459 -2.15720 -2.60783  -0.35
C 2.15564 -4.50701 -2.31758  0.79
C 1.05840 -4.51469 -1.37568  -0.32
O 0.46959 -3.54214 -0.90569  -0.50
C 2.67529 -5.72388 -2.68245  -0.88
H 5.17425 -4.72403 -4.79863  0.50
H 0.72466 -5.51121 -1.05428  0.43
H 2.26322 -6.64322 -2.28245  0.52
O 3.43110 -0.27367 1.75738  -0.74
C 3.32028 -0.85390 0.68297  0.15
O 2.25372 -1.33264 0.18142  -0.39
C 4.60424 -1.06344 -0.14434  -0.37
N 5.69720 -0.35032 0.61754  -0.05
C 6.76739 -1.35051 0.97589  -0.64
C 6.00234 -2.66170 1.00890  -0.74
C 5.05424 -2.53051 -0.18534  -0.30
H 4.48185 -0.62608 -1.13341  0.36
H 5.18510 -0.01936 1.46536  0.44
H 6.06885 0.45827 0.12512  0.34
H 7.23262 -1.05838 1.91322  0.40
H 7.51221 -1.33726 0.18205  0.33
H 5.44345 -2.74983 1.94202  0.29
H 6.67026 -3.51615 0.93267  0.44
H 4.19505 -3.19658 -0.12395  0.10
H 5.58341 -2.73436 -1.11804  0.32



Entry 3:
Here is C36H42KN3O3S2 as an isolated structure from the Open Molecules 2025 dataset. Energies are from the ωB97M-V functional and the def2-TZVPD basis.

Properties
F_max: 0.0174 Eh/bohr
HOMO-LUMO gap: 3.8 eV
total energy: -86623.806 eV
charge: -2

Each line ends with the Mulliken charge.
Cartesian coordinates (Å):
K 0.00861 0.56288 -0.30503  0.88
C -2.96478 1.34958 -0.82069  1.02
C -2.69362 2.19903 0.27064  0.73
C -1.64532 3.06512 -0.10866  0.81
C -1.28107 2.76392 -1.43660  0.03
C -2.09221 1.69993 -1.87618  0.30
C -2.05422 1.00199 -3.20823  -1.44
C -0.22716 3.49861 -2.21833  -1.51
C -1.02927 4.13966 0.74524  -1.62
C -3.43639 2.28750 1.57634  -1.68
C -4.01893 0.28290 -0.93422  -1.51
H -3.02881 1.03698 -3.71322  0.34
H -1.78290 -0.05588 -3.10477  0.08
H -1.32239 1.45947 -3.87742  0.37
H -0.56726 4.49883 -2.51827  0.30
H 0.04705 2.95875 -3.12803  0.28
H 0.68287 3.64026 -1.62450  0.26
H -1.41163 5.14112 0.49733  0.35
H 0.05815 4.17067 0.62383  0.27
H -1.23667 3.96580 1.80409  0.34
H -3.95978 3.24726 1.67484  0.36
H -2.76509 2.20205 2.43916  0.23
H -4.18703 1.49839 1.66338  0.37
H -4.78663 0.55100 -1.67397  0.39
H -4.52719 0.11102 0.01716  0.32
H -3.59066 -0.67434 -1.25308  0.05
O -1.81790 -2.20125 1.15424  -0.50
C -2.50296 -1.39348 2.10701  0.11
C -2.26080 -1.88977 3.53176  -0.74
C -0.78240 -1.76231 3.91911  -1.37
C -0.34145 -0.34179 4.13356  0.52
C -0.22889 0.19762 5.41003  -0.56
C 0.26267 1.48751 5.55168  -0.52
C 0.62493 2.18753 4.41438  -1.14
C 0.43487 1.58535 3.17742  -0.38
N -0.05622 0.35777 3.03751  0.73
H -0.87893 -1.97206 1.19863  0.32
H -3.56669 -1.46295 1.86558  0.41
H -2.19650 -0.35044 2.00941  -0.32
H -2.54761 -2.94606 3.57182  0.41
H -2.89206 -1.33652 4.23496  0.35
H -0.17714 -2.17723 3.11028  0.33
H -0.58217 -2.34497 4.82135  0.50
H -0.49082 -0.39791 6.27739  0.41
H 0.38399 1.92533 6.53602  0.37
H 1.05580 3.17825 4.46474  0.48
H 0.71558 2.10468 2.26576  0.48
S 3.00809 2.18808 0.89702  -0.40
C 3.44486 1.12488 2.20550  0.09
C 4.11121 1.68046 3.31316  -0.66
C 4.51122 0.93134 4.40728  -0.52
C 4.25312 -0.43526 4.42511  -0.56
C 3.59764 -1.01214 3.35027  -0.59
C 3.16390 -0.27562 2.23074  -0.03
S 2.32961 -1.13457 0.96920  -0.29
H 4.30607 2.74700 3.29178  0.36
H 5.01313 1.41153 5.24327  0.30
H 4.56158 -1.04399 5.27103  0.30
H 3.38799 -2.07580 3.34609  0.33
O 0.11035 -5.38378 -5.43063  -0.53
C 0.25536 -5.59216 -4.02462  -0.92
C 0.12516 -4.28248 -3.30286  0.94
C -0.95128 -4.02601 -2.46360  -1.43
C -0.98580 -2.80475 -1.80655  -0.43
N -0.05968 -1.86865 -1.93609  0.64
C 0.98678 -2.10268 -2.74041  0.65
C 1.09455 -3.30674 -3.44041  -0.92
C 2.01079 -1.04517 -2.83053  0.38
C 3.26902 -1.27179 -3.38552  -0.96
C 4.20116 -0.24552 -3.41943  0.64
C 5.58218 -0.49613 -3.96104  -0.66
O 6.21207 -1.62328 -3.35460  -0.54
C 3.85056 0.98402 -2.88588  -1.20
C 2.58231 1.11458 -2.33713  -0.35
N 1.68602 0.14554 -2.31970  0.21
H 0.30729 -6.20987 -5.87809  0.30
H 1.24047 -6.02287 -3.81098  0.33
H -0.50862 -6.28936 -3.66429  0.34
H -1.73512 -4.75864 -2.32105  0.32
H -1.80780 -2.56583 -1.13587  0.38
H 1.92979 -3.48068 -4.10555  0.38
H 3.55121 -2.25070 -3.75011  0.39
H 6.19994 0.39787 -3.82273  0.30
H 5.54435 -0.71609 -5.03135  0.30
H 5.93616 -1.64146 -2.42959  0.36
H 4.55026 1.80829 -2.86073  0.33
H 2.29059 2.04109 -1.85916  0.20